A 4-piece molecular cluster, C43H78BFN4O11S overall at a distorted geometry, computed with ωB97M-V with the def2-TZVPD basis set.

Each line ends with the Löwdin charge.
Element x y z (Å)
C (2.90862, 4.42048, -3.67547)  -0.160
C (3.94690, 3.33029, -2.97193)  -0.251
C (3.61454, 1.76687, -3.33664)  -0.192
C (3.27285, 0.81781, -2.02716)  -0.127
C (4.18448, -0.52376, -1.70867)  0.083
C (3.77731, -1.47896, -0.39808)  -0.056
O (4.61643, -2.69589, -0.15834)  0.011
B (3.78867, -3.88970, -0.54941)  -0.476
O (3.19386, -4.04758, -1.90876)  0.056
O (3.47345, -4.97000, 0.42569)  0.056
C (2.49220, -1.05854, 0.55562)  -0.019
O (2.16624, -1.90710, 1.74810)  -0.157
C (2.56718, -1.13916, 2.95504)  -0.170
C (3.83779, -1.78427, 3.76644)  -0.281
C (5.12220, -0.71636, 3.82861)  -0.104
C (3.48272, -2.25865, 5.29532)  -0.181
C (3.36450, -1.04482, 6.39099)  -0.391
C (2.05523, -0.06636, 6.19623)  -0.124
C (3.17796, -1.78968, 7.87690)  -0.126
C (1.52645, 0.27472, 0.26364)  -0.097
C (1.99961, 1.18104, -1.06008)  -0.306
S (0.88495, 2.69617, -1.39759)  0.827
C (-0.85138, 2.00235, -1.00298)  -0.363
C (-2.14166, 2.39296, -1.93601)  -0.053
C (-3.60713, 1.74357, -1.58935)  -0.006
C (-3.73452, 0.74226, -0.28041)  -0.103
C (-5.25451, 0.13055, 0.00916)  -0.059
C (-5.86979, -0.25834, -1.49374)  -0.173
O (-6.91459, 0.42273, -2.04007)  -0.029
F (-5.29399, -1.33512, -2.35510)  -0.037
C (-2.40994, 0.35981, 0.66658)  -0.044
C (-2.61542, -0.64695, 1.98452)  -0.107
C (-0.89687, 0.97578, 0.30793)  -0.118
N (0.34388, 0.64132, 1.15645)  -0.015
H (1.84788, 3.91541, -3.85240)  0.035
H (3.27675, 4.81976, -4.71221)  0.075
H (2.73152, 5.27282, -2.86824)  0.082
H (5.02814, 3.66720, -3.30233)  0.109
H (3.85192, 3.48186, -1.80938)  0.098
H (2.72371, 1.76801, -4.13138)  0.111
H (4.54941, 1.31156, -3.89632)  0.112
H (5.08270, -0.82441, -2.41009)  0.114
H (2.20631, -4.21107, -1.73765)  0.127
H (2.46934, -4.99768, 0.46917)  0.099
H (1.58009, -1.03805, 3.61561)  0.121
H (2.87057, -0.01480, 2.69738)  0.130
H (4.27655, -2.73937, 3.20117)  0.152
H (4.74617, 0.35161, 4.13005)  0.077
H (5.72083, -0.68377, 2.81927)  0.086
H (5.84136, -1.09251, 4.68669)  0.085
H (4.36765, -2.95913, 5.66220)  0.123
H (2.51669, -2.92127, 5.24861)  0.125
H (4.32127, -0.36563, 6.48277)  0.128
H (2.31442, 0.72353, 5.37227)  0.069
H (1.12991, -0.69015, 5.78618)  0.083
H (1.75695, 0.51460, 7.19478)  0.090
H (2.16675, -2.41759, 7.79128)  0.094
H (3.07124, -0.92573, 8.66051)  0.076
H (4.11431, -2.48813, 8.05077)  0.083
H (-1.94743, 3.10397, -2.85123)  0.086
H (-4.50234, 2.03564, -2.30545)  0.110
H (-5.26087, -0.77158, 0.75584)  0.128
H (-5.89895, 1.05598, 0.37145)  0.120
H (-1.78461, -0.46007, 2.81915)  0.082
H (-2.59737, -1.78213, 1.70073)  0.082
H (-3.64719, -0.40337, 2.52739)  0.079
H (0.65217, 1.54346, 1.63011)  0.131
C (-7.34194, 6.33011, 3.07463)  -0.118
O (-5.96685, 6.60418, 2.86025)  -0.201
C (-5.25525, 6.87827, 4.07315)  -0.204
C (-4.24927, 5.75549, 4.36879)  -0.205
N (-4.93626, 4.51859, 4.75673)  -0.055
C (-4.04943, 3.34947, 4.81457)  -0.192
C (-3.41806, 2.88067, 3.48828)  -0.210
O (-4.36386, 2.36481, 2.54807)  -0.203
C (-4.96887, 3.35050, 1.72300)  -0.090
H (-7.83387, 6.25949, 2.09791)  0.091
H (-7.47397, 5.37420, 3.59077)  0.077
H (-7.82186, 7.13211, 3.64484)  0.087
H (-5.93075, 7.04401, 4.92152)  0.121
H (-4.69993, 7.80830, 3.90822)  0.119
H (-3.58513, 6.07042, 5.18014)  0.121
H (-3.64683, 5.60290, 3.46838)  0.101
H (-5.67426, 4.32551, 4.08837)  0.066
H (-4.65080, 2.52305, 5.21169)  0.118
H (-3.25635, 3.53822, 5.54539)  0.116
H (-2.75423, 2.04210, 3.72796)  0.110
H (-2.78168, 3.64332, 3.02823)  0.111
H (-4.30281, 4.19184, 1.51634)  0.098
H (-5.89898, 3.69600, 2.17531)  0.075
H (-5.22999, 2.88048, 0.77144)  0.057
C (-1.43399, -7.37158, 1.40204)  -0.116
O (-0.05890, -7.09750, 1.18766)  -0.204
C (0.65271, -6.82341, 2.40056)  -0.201
C (1.65868, -7.94619, 2.69621)  -0.201
N (0.97169, -9.18310, 3.08414)  -0.056
C (1.85852, -10.35221, 3.14198)  -0.195
C (2.48989, -10.82101, 1.81569)  -0.215
O (1.54409, -11.33687, 0.87548)  -0.182
C (0.93908, -10.35118, 0.05041)  -0.101
H (-1.92592, -7.44219, 0.42532)  0.091
H (-1.56602, -8.32748, 1.91818)  0.078
H (-1.91391, -6.56958, 1.97225)  0.086
H (-0.02280, -6.65767, 3.24893)  0.123
H (1.20802, -5.89338, 2.23563)  0.107
H (2.32282, -7.63127, 3.50755)  0.124
H (2.26113, -8.09879, 1.79579)  0.101
H (0.23369, -9.37617, 2.41578)  0.066
H (1.25715, -11.17863, 3.53910)  0.117
H (2.65160, -10.16346, 3.87281)  0.115
H (3.15372, -11.65958, 2.05537)  0.119
H (3.12627, -10.05837, 1.35565)  0.108
H (1.60515, -9.50985, -0.15625)  0.089
H (0.00897, -10.00568, 0.50272)  0.068
H (0.67797, -10.82121, -0.90115)  0.088
C (-0.87800, 6.83163, -9.28231)  -0.118
O (-1.22594, 5.46643, -9.44692)  -0.201
C (-0.39159, 4.78649, -10.39252)  -0.204
C (0.47779, 3.73785, -9.68219)  -0.205
N (1.50744, 4.37692, -8.85528)  -0.055
C (2.20878, 3.44155, -7.96655)  -0.190
C (1.37621, 2.76975, -6.85616)  -0.204
O (0.90629, 3.67752, -5.85628)  -0.229
C (-0.32557, 4.31138, -6.17111)  -0.085
H (-1.63608, 7.30462, -8.64781)  0.091
H (0.09118, 6.93046, -8.78380)  0.077
H (-0.85867, 7.35459, -10.24397)  0.087
H (0.22029, 5.48178, -10.98047)  0.121
H (-1.06190, 4.26923, -11.08798)  0.119
H (0.95902, 3.10075, -10.43124)  0.121
H (-0.18353, 3.11528, -9.07225)  0.101
H (1.07554, 5.09529, -8.28430)  0.066
H (3.01189, 4.01293, -7.48605)  0.114
H (2.69393, 2.66895, -8.57189)  0.117
H (2.04206, 2.07426, -6.33247)  0.106
H (0.55714, 2.15966, -7.25006)  0.111
H (-0.98114, 3.67901, -6.77488)  0.092
H (-0.13881, 5.26251, -6.67062)  0.072
H (-0.83877, 4.53697, -5.23286)  0.083

Force components x, y, z for each atom (eV/Å):
C -0.8 -0.6 0.9
C -0.4 1.0 0.1
C 0.2 -0.3 -0.2
C -0.6 -2.1 2.2
C -3.7 1.1 2.6
C -1.3 2.9 -1.5
O -4.0 0.1 -1.2
B -1.0 -0.5 -0.1
O -0.6 0.8 3.6
O -0.7 2.9 -1.7
C 0.2 0.7 -1.5
O 1.7 3.3 -2.1
C -0.1 1.1 1.3
C 1.2 -0.2 0.0
C -0.3 -0.5 0.4
C 0.7 0.3 -0.3
C -1.0 -0.6 1.5
C 0.2 -0.1 -0.6
C -0.2 0.4 -1.5
C 4.0 -1.1 -3.1
C 0.9 -3.0 1.4
S -0.7 -2.5 0.7
C -2.3 -1.9 1.1
C -0.1 -2.8 3.3
C 4.0 -0.5 2.3
C 2.9 1.3 -1.3
C 1.1 0.7 -1.4
C -5.6 3.0 -3.6
O 7.7 -5.0 4.0
F -1.3 3.1 3.1
C 0.5 1.4 -2.0
C -0.1 0.8 0.3
C -4.2 1.1 -2.5
N 0.5 1.3 -2.7
H 2.5 1.1 0.4
H -0.6 -0.7 2.1
H 0.5 -1.5 -2.0
H -2.1 -1.0 0.8
H 0.3 -0.4 -2.3
H 1.7 -0.2 2.0
H -1.9 0.7 1.3
H -2.1 0.7 1.7
H 2.1 0.1 -0.6
H 1.8 -0.3 -0.1
H 2.2 -0.5 -1.3
H -0.7 -2.5 0.2
H -1.3 2.0 1.0
H 0.8 -2.0 -0.7
H -1.3 0.0 1.9
H -1.3 0.8 -1.8
H -1.8 1.4 -0.8
H 1.7 1.4 0.3
H -1.8 -1.5 -0.5
H -0.6 -1.3 1.5
H 1.9 1.3 1.1
H 0.7 -1.4 -2.2
H 2.3 1.3 0.5
H 0.3 -2.0 -1.2
H -2.1 1.4 0.0
H -0.5 -1.6 2.1
H 1.9 -0.9 1.9
H 0.0 1.8 -1.7
H 1.1 -2.4 -0.8
H -1.6 -0.3 -2.2
H 0.0 2.2 0.3
H 2.2 -0.4 -1.4
H -0.7 -1.3 -0.7
C 0.1 0.0 -0.3
O -0.2 0.0 0.5
C 0.6 -0.2 -0.3
C -0.7 0.0 0.0
N 0.4 0.1 0.0
C -0.4 0.0 -0.3
C -0.1 -0.4 0.3
O 0.3 0.4 0.2
C -0.1 -0.4 0.0
H 0.2 0.0 0.2
H -0.1 0.1 0.1
H 0.0 -0.1 0.0
H 0.0 -0.2 -0.2
H 0.0 -0.1 0.0
H 0.0 -0.1 0.0
H 0.1 0.2 -0.1
H 0.1 0.1 0.1
H 0.2 0.0 -0.1
H 0.0 0.1 -0.1
H -0.1 0.0 0.0
H -0.2 0.1 -0.1
H 0.0 0.0 0.1
H 0.0 0.3 0.0
H 0.2 0.1 0.1
C 0.0 0.0 -0.3
O -0.2 0.1 0.4
C 0.6 -0.2 -0.2
C -0.7 0.0 -0.1
N 0.3 0.1 0.0
C -0.4 0.0 -0.3
C -0.1 -0.4 0.3
O 0.4 0.5 0.1
C -0.1 -0.4 -0.1
H 0.2 0.0 0.2
H -0.1 0.1 0.1
H 0.0 -0.1 0.0
H 0.0 -0.2 -0.2
H 0.0 0.0 0.1
H 0.0 0.0 0.0
H 0.2 0.2 -0.1
H 0.1 0.0 0.1
H 0.2 0.0 -0.1
H 0.0 0.1 -0.1
H -0.1 0.0 0.0
H -0.2 0.1 -0.1
H 0.0 0.0 0.1
H 0.0 0.3 -0.1
H 0.1 0.0 0.1
C -0.3 -0.1 0.2
O 0.4 0.2 -0.3
C -0.1 -0.6 0.3
C 0.0 0.7 0.1
N -0.1 -0.4 -0.1
C -0.2 0.4 0.2
C 0.5 0.1 0.1
O -0.3 -0.4 -0.7
C 0.2 0.1 0.4
H 0.1 -0.2 -0.1
H 0.1 0.1 -0.1
H 0.1 0.0 0.1
H 0.0 0.0 0.2
H 0.1 0.0 0.0
H 0.0 0.0 0.1
H -0.2 -0.1 -0.2
H 0.0 -0.1 -0.1
H -0.1 -0.1 0.0
H -0.1 0.0 0.0
H 0.0 0.1 0.0
H -0.1 0.2 0.0
H 0.1 0.0 -0.1
H -0.2 0.0 -0.2
H 0.1 -0.1 0.0

## Properties
ΔE to the lowest compared entry with this formula, charge and spin in kcal per mole: 286.7
2S+1: 1
Net charge: 0


C43H78ClN3S as an isolated structure, computed with ωB97M-V with the def2-TZVPD basis set.

Each line ends with the Löwdin charge.
Element x y z (Å)
C (1.48010, -3.02413, 4.13816)  -0.107
C (1.67083, -1.50193, 4.12664)  -0.248
C (0.57923, -0.74259, 3.36186)  -0.179
C (0.03625, 0.51010, 4.06058)  -0.209
N (0.35148, 1.73911, 3.31276)  -0.015
C (1.73945, 2.00922, 3.09927)  -0.181
C (2.22994, 2.26157, 1.85353)  -0.170
C (1.41187, 2.34085, 0.58756)  -0.610
Cl (-0.13316, 3.20993, 0.79014)  0.680
C (1.25828, 0.96143, -0.07875)  -0.231
C (0.09778, 0.79426, -1.05685)  -0.105
C (3.63862, 2.44136, 1.64350)  0.038
C (4.58294, 2.40665, 2.62199)  -0.117
C (6.01448, 2.59252, 2.33398)  -0.182
C (6.43060, 3.61291, 1.48088)  -0.034
C (7.76726, 3.77826, 1.17261)  -0.082
C (8.71193, 2.92325, 1.71612)  -0.090
C (8.30851, 1.91062, 2.57050)  -0.077
C (6.96899, 1.74710, 2.88195)  -0.032
C (4.08425, 2.21346, 3.94393)  -0.291
N (4.79649, 2.22374, 5.08170)  -0.217
S (3.75106, 2.01517, 6.27626)  1.019
N (2.37408, 1.94010, 5.47412)  -0.228
C (2.68586, 2.03626, 4.17360)  -0.280
H (1.02554, -3.35487, 3.20559)  0.071
H (0.84277, -3.31661, 4.96967)  0.075
H (2.44124, -3.52559, 4.23024)  0.053
H (1.69662, -1.14411, 5.15631)  0.095
H (2.65317, -1.27491, 3.71006)  0.102
H (-0.25443, -1.42087, 3.17544)  0.106
H (0.95567, -0.44719, 2.38543)  0.080
H (0.41008, 0.54002, 5.08282)  0.085
H (-1.04989, 0.46403, 4.12144)  0.096
H (-0.07161, 2.52422, 3.79545)  0.122
H (1.97356, 2.97908, -0.08763)  0.092
H (2.19258, 0.78986, -0.61619)  0.115
H (1.21987, 0.20001, 0.69551)  0.083
H (-0.19316, 1.74200, -1.50116)  0.030
H (0.38488, 0.12865, -1.86963)  0.078
H (-0.77244, 0.35772, -0.57447)  0.053
H (3.97723, 2.60394, 0.62814)  0.126
H (5.69800, 4.29268, 1.06806)  0.114
H (8.08187, 4.57457, 0.51364)  0.103
H (9.75999, 3.04396, 1.48422)  0.101
H (9.04118, 1.24158, 2.99774)  0.103
H (6.65923, 0.95876, 3.55299)  0.111
C (-2.65988, 0.82853, 1.93155)  -0.120
C (-3.32829, 0.83200, 0.56007)  -0.272
C (-4.83419, 1.08371, 0.60538)  -0.224
C (-5.63623, 0.03324, 1.37532)  -0.228
C (-5.46539, -1.39777, 0.86823)  -0.271
C (-5.91605, -1.59064, -0.57677)  -0.112
H (-3.04866, 0.03359, 2.57213)  0.071
H (-1.58120, 0.68956, 1.84109)  0.036
H (-2.81828, 1.78222, 2.43983)  0.082
H (-3.12478, -0.11523, 0.05062)  0.096
H (-2.86490, 1.61001, -0.05341)  0.088
H (-5.21371, 1.15536, -0.41787)  0.097
H (-5.01521, 2.06225, 1.06123)  0.111
H (-6.69642, 0.30181, 1.32783)  0.109
H (-5.36544, 0.06963, 2.43396)  0.100
H (-6.04054, -2.06587, 1.51458)  0.103
H (-4.42106, -1.70627, 0.96830)  0.097
H (-6.96681, -1.31761, -0.69535)  0.074
H (-5.80446, -2.63024, -0.88735)  0.068
H (-5.33229, -0.97887, -1.26628)  0.062
C (2.14242, -6.61670, 5.70599)  -0.110
C (3.45513, -5.93900, 6.08639)  -0.273
C (4.56797, -6.14665, 5.06051)  -0.231
C (4.97899, -7.60429, 4.84527)  -0.230
C (5.43760, -8.33321, 6.10716)  -0.271
C (6.66847, -7.71004, 6.75877)  -0.112
H (2.24928, -7.70012, 5.63669)  0.065
H (1.36995, -6.41144, 6.44826)  0.070
H (1.78418, -6.25028, 4.74140)  0.069
H (3.77893, -6.29075, 7.06971)  0.099
H (3.28062, -4.86505, 6.19291)  0.093
H (5.44129, -5.56068, 5.35975)  0.101
H (4.24407, -5.73314, 4.09974)  0.105
H (5.78710, -7.63096, 4.10749)  0.109
H (4.14803, -8.15640, 4.39817)  0.101
H (5.65838, -9.37132, 5.84603)  0.104
H (4.62102, -8.37215, 6.83329)  0.097
H (7.50835, -7.68932, 6.06111)  0.074
H (6.97792, -8.27887, 7.63631)  0.068
H (6.47876, -6.68599, 7.08341)  0.064
C (-0.41121, 3.45966, -7.35691)  -0.111
C (-0.73761, 4.52206, -6.31155)  -0.268
C (-0.03809, 4.29835, -4.97138)  -0.225
C (-0.39866, 2.98394, -4.27715)  -0.225
C (-1.89212, 2.78935, -4.02431)  -0.269
C (-2.50214, 3.84448, -3.10704)  -0.094
H (-0.73549, 2.46747, -7.03897)  0.063
H (-0.90655, 3.67651, -8.30408)  0.068
H (0.66382, 3.41656, -7.54435)  0.074
H (-1.82035, 4.56582, -6.16403)  0.095
H (-0.44631, 5.50332, -6.69470)  0.104
H (-0.26522, 5.13735, -4.30833)  0.102
H (1.04519, 4.32316, -5.12712)  0.109
H (0.13503, 2.93610, -3.32227)  0.092
H (-0.02715, 2.14340, -4.87009)  0.105
H (-2.04417, 1.80157, -3.57889)  0.102
H (-2.43022, 2.77918, -4.97591)  0.080
H (-2.00338, 3.84733, -2.13444)  0.063
H (-3.56185, 3.64767, -2.93640)  0.064
H (-2.41879, 4.84807, -3.52687)  0.068
C (-5.95733, -0.99364, -8.69393)  -0.112
C (-6.79999, 0.12094, -8.08100)  -0.271
C (-6.11113, 1.48458, -8.09329)  -0.229
C (-4.80514, 1.54917, -7.29962)  -0.228
C (-4.92825, 1.16095, -5.82736)  -0.266
C (-5.85865, 2.07041, -5.03062)  -0.104
H (-5.02913, -1.14822, -8.14193)  0.064
H (-6.49904, -1.94016, -8.69352)  0.068
H (-5.69633, -0.75880, -9.72799)  0.074
H (-7.07430, -0.14980, -7.05777)  0.097
H (-7.73975, 0.20307, -8.63296)  0.103
H (-6.80718, 2.23762, -7.71405)  0.101
H (-5.90090, 1.76560, -9.13006)  0.109
H (-4.41061, 2.56900, -7.36408)  0.106
H (-4.05593, 0.90953, -7.77426)  0.101
H (-3.93274, 1.19500, -5.38036)  0.080
H (-5.26306, 0.12376, -5.73767)  0.101
H (-5.52033, 3.10833, -5.07862)  0.073
H (-5.88686, 1.77795, -3.97980)  0.065
H (-6.88179, 2.03412, -5.40751)  0.065

Force components x, y, z for each atom (eV/Å):
C 0.1 0.4 -0.1
C 0.1 -0.1 0.1
C -0.2 0.0 0.1
C 0.2 0.0 0.0
N 0.2 0.0 0.3
C -0.3 -0.1 0.1
C 0.3 0.1 -0.2
C 0.1 -0.3 -0.1
Cl -0.2 0.3 -0.1
C 0.0 0.0 0.0
C 0.1 -0.1 -0.1
C 0.0 0.1 0.0
C -0.3 0.0 0.0
C 0.1 0.1 -0.1
C -0.2 0.0 0.0
C 0.2 0.0 0.0
C 0.0 0.0 0.0
C 0.0 -0.1 0.0
C 0.1 -0.1 0.1
C 0.1 -0.1 0.3
N -0.1 -0.1 -0.1
S 0.2 0.2 0.0
N 0.0 -0.2 -0.2
C -0.2 0.0 0.0
H 0.0 -0.1 0.0
H -0.1 -0.2 0.0
H 0.0 -0.2 0.1
H 0.1 0.0 0.1
H 0.0 0.1 -0.1
H -0.1 -0.1 0.0
H 0.0 -0.1 0.0
H 0.1 0.0 0.2
H 0.0 0.1 -0.1
H -0.1 0.1 -0.1
H -0.1 0.1 -0.1
H 0.1 0.0 0.1
H -0.1 0.0 0.0
H -0.1 0.1 0.0
H 0.0 -0.1 0.0
H -0.1 0.1 0.1
H 0.0 0.0 -0.1
H -0.1 0.0 0.0
H 0.0 0.1 0.0
H 0.1 0.0 0.0
H 0.1 0.0 0.0
H 0.0 0.0 0.0
C 0.0 -0.1 -0.1
C 0.0 0.1 0.0
C 0.0 0.0 0.0
C 0.0 0.0 0.0
C 0.0 0.0 0.0
C 0.0 0.0 0.0
H 0.0 0.0 0.0
H -0.1 0.1 0.0
H 0.0 0.0 0.0
H 0.0 0.0 0.0
H 0.0 0.0 0.0
H 0.0 0.0 0.0
H 0.0 0.0 0.0
H 0.0 0.0 0.0
H 0.0 0.0 0.0
H 0.0 0.0 0.0
H 0.0 0.0 0.0
H 0.0 0.0 0.0
H 0.0 0.0 0.0
H 0.0 0.0 0.0
C 0.0 0.0 0.1
C 0.0 0.0 0.0
C 0.0 0.0 0.0
C 0.0 0.0 0.0
C 0.0 0.0 0.0
C 0.0 0.0 0.0
H 0.0 0.0 0.0
H 0.0 0.0 0.0
H 0.0 0.0 0.0
H 0.0 0.0 0.0
H 0.0 0.0 0.0
H 0.0 0.0 0.0
H 0.0 0.0 0.0
H 0.0 0.0 0.0
H 0.0 0.0 0.0
H 0.0 0.0 0.0
H 0.0 0.0 0.0
H 0.0 0.0 0.0
H 0.0 0.0 0.0
H 0.0 0.0 0.0
C 0.0 0.0 0.0
C 0.0 0.0 0.0
C 0.0 0.0 0.0
C 0.0 0.0 0.0
C 0.0 0.0 0.1
C 0.0 0.0 0.0
H 0.0 0.0 0.0
H 0.0 0.0 0.0
H 0.0 0.0 0.0
H 0.0 0.0 0.0
H 0.0 0.0 0.0
H 0.0 0.0 0.0
H 0.0 0.0 0.0
H 0.0 0.0 0.0
H 0.0 0.0 0.0
H 0.0 0.0 0.0
H 0.0 0.0 0.0
H 0.0 0.0 0.0
H 0.0 0.0 0.0
H 0.0 0.0 0.0
C 0.0 0.0 0.0
C 0.0 0.0 0.0
C 0.0 0.0 0.0
C 0.0 0.0 0.0
C 0.0 0.0 0.0
C 0.0 -0.1 0.0
H 0.0 0.0 0.0
H 0.0 0.0 0.0
H 0.0 0.0 0.0
H 0.0 0.0 0.0
H 0.0 0.0 0.0
H 0.0 0.0 0.0
H 0.0 0.0 0.0
H 0.0 0.0 0.0
H 0.0 0.0 0.0
H 0.0 0.0 0.0
H 0.0 0.0 0.0
H 0.0 0.0 0.0
H 0.0 0.0 0.0
H 0.0 0.0 0.0

## Properties
2S+1: 1
Net charge: 0


E values, unit Ha, following the record order: -3253.889791; -2707.896711.